C6H9NO as an isolated structure in a non-equilibrium geometry. Source: the Open Molecules 2025 dataset; level of theory: ωB97M-V with the def2-TZVPD basis set.

```
17
Properties=species:S:1:pos:R:3:forces:R:3:mulliken_charge:R:1
C 0.413297 -0.763684 0.709155 1.454 3.770 -2.193 -0.1679
C 0.929333 1.148004 -1.363790 5.751 -2.415 -1.303 -0.9653
C 0.021834 1.957042 -1.082945 -3.087 2.675 2.239 0.5732
C -0.446551 -1.658470 1.428794 -0.598 -1.217 1.309 1.0273
C -0.775589 2.789684 -0.437589 0.617 -0.405 -1.809 -0.8150
C 0.024953 -3.123711 1.414060 -2.539 -1.903 -0.235 -1.2057
N -0.702445 -0.894744 0.099251 1.266 -1.298 1.771 -0.5149
O -1.394010 -1.311507 2.536746 1.624 0.466 -3.620 -0.5172
H 1.057233 0.266376 -1.989346 -1.365 0.003 -0.002 0.3837
H 2.011644 1.290183 -0.993146 -1.492 0.802 -0.486 0.3080
H 1.406661 0.049260 0.249007 -2.986 -2.883 2.250 0.1063
H -1.056880 2.622732 0.575306 -0.403 -0.369 0.501 0.2655
H -1.183298 3.639539 -0.966704 0.131 0.265 0.197 0.2428
H 1.062547 -3.092610 1.168202 0.769 -0.379 0.012 0.3440
H -0.511475 -3.703665 0.572022 0.792 1.081 0.956 0.2717
H -0.189418 -3.838943 2.307656 0.457 1.952 -1.103 0.2962
H -1.901606 -0.739701 1.910741 -0.390 -0.146 1.516 0.3672
```
Forces are in eV/Å.

Values from the calculation:
Energy above the lowest of the compared OMol25 structures with the same formula, charge and spin: 6.7185 eV
Gap between HOMO and LUMO: 10.27 eV
E_tot: -363.77734 Eh
LUMO: 0.77 eV